Formula: CH11O4S
Source: the Open Molecules 2025 dataset
Level of theory: ωB97M-V with the def2-TZVPD basis set

**M**: 119.2 g mol⁻¹
**Total charge**: -1
**2S+1**: 1
**Lowest unoccupied orbital energy**: 3.6 eV
**HOMO-LUMO gap**: 7.2 eV
**Largest force on an atom**: 2.60 eV Å⁻¹
**HOMO**: -3.56 eV
**Energy above the lowest of the compared OMol25 structures with the same formula, charge and spin**: 29.8 kcal/mol

CARTESIAN COORDINATES (ANGSTROEM)
C (-0.95, -2.48, -0.76)
S (0.35, -1.43, 0.24)
H (-1.25, -3.38, -0.09)
H (-1.90, -2.07, -1.14)
H (-0.49, -2.99, -1.63)
H (0.43, 1.43, 2.28)
H (0.24, 0.37, 1.20)
O (-0.12, 1.18, 1.55)
H (3.67, 0.13, -1.64)
H (2.53, -0.10, -0.65)
O (3.31, 0.50, -0.80)
H (-1.81, -0.07, 0.60)
H (-2.55, -1.12, 1.11)
O (-2.73, -0.46, 0.43)
H (0.95, 3.14, -0.59)
H (-0.20, 3.45, 0.20)
O (0.50, 3.89, -0.29)

***

Formula: C78H201N11O28
Source: the Open Molecules 2025 dataset
Level of theory: ωB97M-V with the def2-TZVPD basis set

**M**: 1741.5 g mol⁻¹
**2S+1**: 1
**Lowest unoccupied orbital energy**: 0.4 eV
**HOMO-LUMO gap**: 8.7 eV
**Largest force on an atom**: 3.50 eV Å⁻¹
**HOMO**: -8.26 eV
**Energy above the lowest of the compared OMol25 structures with the same formula, charge and spin**: 6.4 kcal/mol

CARTESIAN COORDINATES (ANGSTROEM)
C (-21.96, -20.33, 2.93)
O (-22.66, -19.39, 2.15)
H (-20.90, -20.52, 2.62)
H (-21.99, -19.95, 3.95)
H (-22.60, -21.21, 2.94)
H (-22.17, -18.54, 2.06)
C (-21.94, -22.21, 7.10)
O (-22.92, -21.74, 6.25)
H (-22.42, -22.49, 8.02)
H (-21.25, -22.95, 6.71)
H (-21.36, -21.35, 7.50)
H (-22.53, -21.25, 5.53)
C (-29.13, -21.49, 0.58)
O (-28.78, -20.32, -0.10)
H (-29.20, -21.22, 1.61)
H (-30.11, -21.92, 0.31)
H (-28.41, -22.33, 0.50)
H (-28.23, -20.62, -0.86)
C (-30.68, -21.86, 4.41)
C (-29.77, -23.07, 4.60)
C (-30.54, -24.29, 4.09)
O (-28.61, -22.80, 3.81)
H (-31.65, -22.02, 4.93)
H (-30.85, -21.77, 3.34)
H (-30.10, -21.00, 4.80)
H (-29.57, -23.26, 5.64)
H (-30.85, -24.24, 3.00)
H (-31.44, -24.45, 4.62)
H (-29.95, -25.18, 4.37)
H (-28.16, -22.07, 4.24)
C (-21.66, -26.07, 5.69)
C (-22.74, -25.26, 4.97)
C (-22.08, -24.39, 3.79)
O (-23.73, -26.22, 4.51)
H (-22.12, -26.49, 6.63)
H (-20.88, -25.36, 6.05)
H (-21.19, -26.85, 5.13)
H (-23.25, -24.64, 5.70)
H (-22.94, -23.94, 3.26)
H (-21.40, -24.87, 3.10)
H (-21.53, -23.54, 4.23)
H (-23.34, -26.63, 3.70)
C (-27.72, -18.50, 5.38)
C (-26.94, -19.66, 4.63)
C (-25.44, -19.35, 4.62)
O (-27.30, -20.98, 5.09)
H (-27.82, -17.63, 4.77)
H (-27.20, -18.23, 6.29)
H (-28.74, -18.89, 5.63)
H (-27.27, -19.57, 3.62)
H (-25.28, -18.35, 4.22)
H (-24.92, -19.89, 3.82)
H (-24.99, -19.49, 5.59)
H (-27.78, -21.07, 5.94)
C (-25.56, -18.82, 10.46)
O (-26.20, -19.52, 9.41)
C (-26.15, -20.89, 9.46)
C (-26.55, -21.35, 8.08)
N (-27.90, -21.00, 7.65)
C (-29.02, -21.55, 8.47)
C (-30.35, -20.90, 8.10)
O (-30.77, -19.82, 8.96)
C (-29.87, -18.75, 9.11)
H (-24.62, -19.35, 10.61)
H (-26.14, -18.68, 11.34)
H (-25.33, -17.80, 10.09)
H (-26.88, -21.29, 10.15)
H (-25.19, -21.30, 9.74)
H (-26.41, -22.45, 8.13)
H (-25.77, -21.02, 7.34)
H (-27.98, -20.01, 7.73)
H (-28.88, -21.31, 9.54)
H (-29.15, -22.63, 8.28)
H (-31.11, -21.65, 8.27)
H (-30.46, -20.54, 7.05)
H (-29.05, -19.02, 9.82)
H (-30.45, -17.89, 9.50)
H (-29.47, -18.57, 8.12)
C (-18.29, -23.27, 4.00)
O (-18.82, -21.91, 4.02)
C (-17.94, -21.01, 4.67)
C (-18.36, -19.57, 4.36)
N (-19.43, -19.10, 5.26)
C (-20.06, -17.87, 4.88)
C (-20.98, -17.44, 6.02)
O (-21.87, -18.57, 6.25)
C (-22.77, -18.36, 7.31)
H (-17.32, -23.34, 3.60)
H (-18.96, -23.85, 3.40)
H (-18.26, -23.65, 5.02)
H (-16.90, -21.10, 4.33)
H (-17.91, -21.25, 5.77)
H (-18.68, -19.58, 3.31)
H (-17.53, -18.86, 4.39)
H (-20.18, -19.76, 5.47)
H (-20.79, -17.92, 4.04)
H (-19.42, -17.05, 4.62)
H (-21.49, -16.50, 5.75)
H (-20.38, -17.29, 6.91)
H (-22.28, -17.83, 8.12)
H (-23.12, -19.35, 7.59)
H (-23.60, -17.75, 7.03)
C (-31.16, -13.91, 0.72)
O (-30.52, -12.67, 0.63)
C (-29.21, -12.62, 0.07)
C (-29.23, -13.06, -1.32)
N (-30.04, -12.25, -2.17)
C (-30.13, -12.72, -3.58)
C (-30.61, -14.22, -3.73)
O (-30.83, -14.46, -5.11)
C (-31.33, -15.76, -5.37)
H (-31.83, -13.82, 1.56)
H (-30.45, -14.75, 0.81)
H (-31.78, -14.14, -0.20)
H (-28.54, -13.26, 0.62)
H (-28.89, -11.57, 0.13)
H (-29.67, -14.07, -1.30)
H (-28.21, -13.17, -1.65)
H (-30.96, -12.11, -1.75)
H (-29.10, -12.70, -3.93)
H (-30.77, -12.12, -4.22)
H (-31.62, -14.36, -3.25)
H (-29.81, -14.93, -3.33)
H (-31.35, -15.88, -6.48)
H (-32.35, -15.90, -4.98)
H (-30.69, -16.56, -4.93)
C (-31.54, -14.66, 5.00)
O (-31.00, -15.75, 5.72)
C (-31.70, -16.11, 6.98)
C (-31.95, -17.61, 7.03)
N (-32.94, -17.98, 6.03)
C (-33.33, -19.40, 5.97)
C (-34.40, -19.67, 4.95)
O (-34.68, -20.98, 4.71)
C (-35.57, -21.55, 5.63)
H (-30.85, -14.50, 4.09)
H (-31.56, -13.75, 5.67)
H (-32.63, -14.79, 4.77)
H (-32.68, -15.53, 7.08)
H (-31.07, -15.87, 7.83)
H (-32.25, -17.92, 8.03)
H (-31.01, -18.11, 6.82)
H (-32.65, -17.68, 5.10)
H (-33.62, -19.74, 7.01)
H (-32.55, -20.05, 5.63)
H (-34.06, -19.25, 4.01)
H (-35.28, -19.10, 5.24)
H (-36.58, -21.16, 5.35)
H (-35.27, -21.38, 6.68)
H (-35.55, -22.64, 5.44)
C (-19.21, -9.72, 2.10)
O (-19.78, -10.82, 2.78)
C (-20.88, -10.29, 3.54)
C (-21.58, -11.26, 4.42)
N (-22.40, -12.19, 3.71)
C (-23.17, -13.03, 4.56)
C (-23.50, -14.30, 3.79)
O (-22.28, -14.95, 3.52)
C (-22.60, -16.22, 2.81)
H (-18.50, -10.10, 1.38)
H (-18.60, -9.06, 2.81)
H (-19.98, -9.06, 1.69)
H (-21.67, -9.84, 2.93)
H (-20.57, -9.40, 4.09)
H (-22.22, -10.71, 5.09)
H (-20.81, -11.70, 5.01)
H (-21.81, -12.74, 3.10)
H (-24.04, -12.52, 4.97)
H (-22.66, -13.44, 5.48)
H (-23.93, -14.02, 2.85)
H (-24.12, -14.98, 4.34)
H (-23.40, -16.84, 3.26)
H (-21.65, -16.70, 2.63)
H (-23.01, -15.99, 1.81)
C (-26.73, -24.90, 6.11)
O (-28.00, -25.33, 6.57)
C (-28.00, -26.72, 6.92)
C (-29.37, -27.08, 7.46)
N (-29.79, -26.35, 8.66)
C (-30.52, -25.09, 8.40)
C (-32.03, -25.30, 8.08)
O (-32.48, -24.18, 7.38)
C (-33.42, -24.42, 6.37)
H (-26.42, -25.51, 5.20)
H (-25.97, -24.97, 6.88)
H (-26.88, -23.87, 5.73)
H (-27.16, -26.91, 7.56)
H (-27.84, -27.28, 6.00)
H (-29.37, -28.16, 7.73)
H (-30.17, -27.04, 6.77)
H (-28.99, -26.13, 9.30)
H (-30.03, -24.58, 7.49)
H (-30.33, -24.39, 9.25)
H (-32.57, -25.39, 9.04)
H (-32.20, -26.26, 7.53)
H (-34.47, -24.50, 6.78)
H (-33.19, -25.41, 5.91)
H (-33.50, -23.54, 5.71)
C (-26.54, -12.61, 11.01)
O (-27.62, -12.76, 10.03)
C (-28.25, -11.52, 9.58)
C (-29.47, -11.87, 8.78)
N (-30.51, -12.33, 9.68)
C (-31.63, -12.95, 8.98)
C (-32.72, -11.95, 8.68)
O (-32.40, -11.05, 7.57)
C (-33.46, -10.09, 7.30)
H (-25.73, -12.05, 10.51)
H (-26.19, -13.61, 11.24)
H (-26.88, -12.09, 11.93)
H (-27.48, -11.03, 8.96)
H (-28.56, -10.87, 10.33)
H (-29.15, -12.57, 7.99)
H (-29.85, -10.98, 8.24)
H (-30.23, -12.96, 10.38)
H (-32.10, -13.71, 9.59)
H (-31.27, -13.46, 8.07)
H (-32.89, -11.26, 9.56)
H (-33.65, -12.46, 8.44)
H (-34.38, -10.53, 6.91)
H (-33.03, -9.33, 6.64)
H (-33.76, -9.58, 8.24)
C (-26.62, -17.72, 1.58)
O (-26.97, -16.84, 2.64)
C (-27.70, -15.73, 2.11)
C (-28.39, -15.02, 3.28)
N (-27.38, -14.65, 4.27)
C (-28.03, -14.15, 5.45)
C (-26.96, -13.69, 6.45)
O (-26.24, -14.84, 6.83)
C (-25.06, -14.62, 7.60)
H (-25.71, -18.28, 1.85)
H (-26.40, -17.20, 0.62)
H (-27.46, -18.41, 1.47)
H (-28.52, -16.06, 1.47)
H (-27.04, -15.11, 1.57)
H (-29.07, -15.77, 3.75)
H (-28.94, -14.19, 2.85)
H (-26.80, -15.50, 4.54)
H (-28.72, -14.92, 5.80)
H (-28.60, -13.28, 5.16)
H (-27.30, -13.15, 7.33)
H (-26.25, -12.99, 5.94)
H (-24.76, -15.62, 7.94)
H (-25.18, -13.94, 8.48)
H (-24.28, -14.18, 7.01)
C (-35.32, -16.80, 8.95)
O (-34.21, -16.37, 9.76)
C (-34.14, -16.78, 11.08)
C (-32.95, -16.04, 11.65)
N (-31.64, -16.32, 11.02)
C (-30.61, -15.43, 11.59)
C (-29.34, -15.56, 10.77)
O (-29.61, -15.29, 9.46)
C (-28.48, -15.49, 8.65)
H (-35.08, -16.46, 7.96)
H (-36.27, -16.34, 9.29)
H (-35.33, -17.87, 8.94)
H (-34.03, -17.87, 11.19)
H (-35.07, -16.45, 11.56)
H (-32.86, -16.31, 12.68)
H (-33.20, -14.98, 11.53)
H (-31.74, -16.11, 10.03)
H (-30.40, -15.72, 12.61)
H (-30.88, -14.40, 11.71)
H (-29.11, -16.66, 10.91)
H (-28.60, -14.99, 11.26)
H (-28.88, -15.59, 7.60)
H (-27.99, -16.43, 8.97)
H (-27.64, -14.75, 8.75)
C (-27.66, -17.51, -2.09)
O (-29.03, -17.31, -2.39)
C (-29.76, -17.13, -1.20)
C (-31.27, -17.31, -1.47)
N (-32.04, -17.34, -0.23)
C (-32.02, -18.75, 0.19)
C (-32.67, -18.98, 1.52)
O (-32.44, -17.98, 2.50)
C (-31.10, -17.97, 2.94)
H (-27.17, -16.57, -1.79)
H (-27.11, -17.93, -2.93)
H (-27.54, -18.29, -1.36)
H (-29.57, -16.19, -0.70)
H (-29.46, -17.91, -0.43)
H (-31.42, -18.20, -2.09)
H (-31.66, -16.45, -2.01)
H (-33.01, -17.03, -0.31)
H (-30.96, -19.07, 0.31)
H (-32.52, -19.38, -0.54)
H (-32.36, -19.99, 1.85)
H (-33.77, -19.08, 1.51)
H (-30.44, -17.68, 2.08)
H (-30.79, -18.95, 3.35)
H (-30.88, -17.15, 3.66)
C (-26.38, -25.19, -3.95)
O (-26.53, -24.03, -3.21)
C (-25.40, -23.60, -2.48)
C (-25.82, -22.66, -1.40)
N (-24.71, -22.19, -0.67)
C (-24.97, -21.17, 0.28)
C (-25.67, -21.74, 1.53)
O (-24.72, -22.42, 2.30)
C (-25.21, -22.94, 3.52)
H (-26.31, -26.05, -3.33)
H (-25.50, -25.11, -4.57)
H (-27.30, -25.30, -4.58)
H (-24.82, -23.06, -3.26)
H (-24.84, -24.42, -2.04)
H (-26.54, -23.19, -0.72)
H (-26.43, -21.91, -1.94)
H (-23.98, -21.82, -1.34)
H (-25.60, -20.34, -0.12)
H (-24.03, -20.80, 0.76)
H (-26.55, -22.41, 1.31)
H (-26.04, -20.88, 2.07)
H (-25.96, -22.26, 3.91)
H (-24.36, -22.96, 4.15)
H (-25.58, -23.95, 3.38)

***

Formula: C25H18Br2Cl52I2O2
Source: the Open Molecules 2025 dataset
Level of theory: ωB97M-V with the def2-TZVPD basis set

**M**: 2607.6 g mol⁻¹
**2S+1**: 1
**Lowest unoccupied orbital energy**: -0.1 eV
**HOMO-LUMO gap**: 9.3 eV
**Largest force on an atom**: 1.24 eV Å⁻¹
**HOMO**: -9.43 eV
**Energy above the lowest of the compared OMol25 structures with the same formula, charge and spin**: 0.0 kcal/mol

CARTESIAN COORDINATES (ANGSTROEM)
C (1.63, -4.30, -1.91)
C (0.76, -3.83, -0.73)
C (0.33, -2.34, -0.72)
C (-0.96, -2.23, 0.18)
Br (-2.50, -2.92, -0.82)
C (-0.96, -3.00, 1.53)
C (0.23, -2.86, 2.47)
Br (-2.52, -2.36, 2.56)
C (-0.03, -1.91, -2.16)
C (1.16, -1.16, -2.66)
O (1.56, -0.98, -3.76)
O (1.77, -0.58, -1.60)
C (1.49, -1.29, -0.37)
I (0.91, 0.35, 0.94)
C (2.86, -1.91, 0.05)
C (3.89, -0.98, 0.73)
C (4.41, 0.13, -0.19)
I (5.82, 1.34, 0.87)
H (2.31, -5.09, -1.57)
H (1.01, -4.75, -2.70)
H (2.25, -3.52, -2.34)
H (-0.16, -4.44, -0.73)
H (1.27, -4.08, 0.20)
H (-1.21, -1.19, 0.37)
H (-1.19, -4.05, 1.35)
H (1.19, -2.96, 1.95)
H (0.23, -1.89, 2.98)
H (0.18, -3.64, 3.24)
H (-0.26, -2.73, -2.84)
H (-0.84, -1.16, -2.18)
H (3.32, -2.24, -0.90)
H (2.73, -2.76, 0.72)
H (4.75, -1.61, 1.01)
H (3.50, -0.57, 1.67)
H (4.98, -0.30, -1.02)
H (3.63, 0.80, -0.56)
C (-5.03, 1.03, -1.48)
Cl (-3.29, 0.92, -1.21)
Cl (-5.54, -0.20, -2.64)
Cl (-5.87, 0.77, 0.05)
Cl (-5.43, 2.62, -2.11)
C (3.77, -6.90, 2.00)
Cl (3.19, -5.23, 1.83)
Cl (3.45, -7.78, 0.50)
Cl (5.50, -6.88, 2.32)
Cl (2.91, -7.66, 3.34)
C (6.51, 5.90, 0.93)
Cl (4.83, 5.49, 1.25)
Cl (6.80, 5.86, -0.82)
Cl (6.85, 7.53, 1.54)
Cl (7.57, 4.74, 1.73)
C (1.11, -8.05, 7.25)
Cl (1.43, -9.05, 5.82)
Cl (1.51, -6.37, 6.87)
Cl (-0.60, -8.17, 7.68)
Cl (2.11, -8.61, 8.59)
C (-2.92, 4.32, 1.28)
Cl (-4.54, 3.95, 1.87)
Cl (-3.00, 4.64, -0.45)
Cl (-2.29, 5.74, 2.12)
Cl (-1.85, 2.95, 1.58)
C (-0.04, 1.59, -6.13)
Cl (1.61, 1.56, -5.55)
Cl (-0.28, 0.29, -7.31)
Cl (-1.15, 1.33, -4.77)
Cl (-0.40, 3.15, -6.88)
C (-9.55, 4.48, -2.92)
Cl (-8.46, 4.82, -4.26)
Cl (-8.70, 3.53, -1.70)
Cl (-10.12, 5.99, -2.22)
Cl (-10.94, 3.55, -3.51)
C (3.84, 10.69, -0.41)
Cl (4.08, 9.17, 0.45)
Cl (2.16, 10.83, -0.92)
Cl (4.24, 12.04, 0.65)
Cl (4.89, 10.72, -1.83)
C (-4.77, -8.52, 8.41)
Cl (-6.14, -9.10, 7.45)
Cl (-3.69, -9.87, 8.77)
Cl (-3.89, -7.29, 7.51)
Cl (-5.37, -7.83, 9.93)
C (10.89, 6.81, 3.30)
Cl (10.79, 6.67, 1.55)
Cl (12.59, 6.95, 3.79)
Cl (10.01, 8.25, 3.83)
Cl (10.18, 5.38, 4.06)
C (-1.97, -1.24, 6.65)
Cl (-2.69, 0.04, 5.67)
Cl (-3.05, -2.63, 6.70)
Cl (-0.42, -1.72, 5.95)
Cl (-1.70, -0.65, 8.30)
C (2.03, 3.83, -10.39)
Cl (1.84, 3.99, -12.14)
Cl (3.75, 3.83, -9.98)
Cl (1.24, 5.20, -9.60)
Cl (1.29, 2.32, -9.85)
C (-13.37, 1.47, -7.09)
Cl (-13.27, -0.23, -6.61)
Cl (-15.07, 1.96, -7.15)
Cl (-12.51, 2.46, -5.91)
Cl (-12.64, 1.68, -8.68)

***

Formula: C3H10O3
Source: the Open Molecules 2025 dataset
Level of theory: ωB97M-V with the def2-TZVPD basis set

**SMILES**: C=C(C)O.O.O
**M**: 94.1 g mol⁻¹
**2S+1**: 1
**Lowest unoccupied orbital energy**: 0.6 eV
**HOMO-LUMO gap**: 9.6 eV
**Largest force on an atom**: 1.53 eV Å⁻¹
**HOMO**: -8.94 eV
**Energy above the lowest of the compared OMol25 structures with the same formula, charge and spin**: 6.1 kcal/mol

CARTESIAN COORDINATES (ANGSTROEM)
C (2.08, 1.06, 0.33)
C (0.75, 1.03, 0.35)
C (-0.08, 1.46, 1.50)
O (0.03, 0.80, -0.82)
H (2.56, 1.31, 1.26)
H (2.71, 0.77, -0.49)
H (0.48, 1.62, 2.42)
H (-0.66, 2.36, 1.30)
H (-0.80, 0.68, 1.77)
H (-0.72, 0.22, -0.55)
O (0.16, -2.41, -0.64)
H (0.73, -1.64, -0.47)
H (0.56, -2.85, -1.39)
O (-2.21, -0.94, -0.51)
H (-1.64, -1.73, -0.55)
H (-3.09, -1.28, -0.33)

***

Formula: C7H8
Source: the Open Molecules 2025 dataset
Level of theory: ωB97M-V with the def2-TZVPD basis set

**SMILES**: C1=CC=CCC=C1
**M**: 92.1 g mol⁻¹
**2S+1**: 1
**Lowest unoccupied orbital energy**: 1.0 eV
**HOMO-LUMO gap**: 9.5 eV
**Largest force on an atom**: 5.07 eV Å⁻¹
**HOMO**: -8.45 eV
**Energy above the lowest of the compared OMol25 structures with the same formula, charge and spin**: 94.6 kcal/mol

CARTESIAN COORDINATES (ANGSTROEM)
C (1.07, 1.04, 0.16)
C (1.55, -0.15, 0.40)
C (0.88, -1.21, -0.44)
C (-0.48, -1.40, -0.20)
C (-1.40, -0.55, 0.59)
C (-1.31, 0.81, -0.11)
C (-0.14, 1.45, -0.51)
H (1.70, 1.80, 0.63)
H (2.54, -0.22, 0.86)
H (1.56, -2.11, -0.79)
H (-1.02, -2.23, -0.91)
H (-0.87, -0.23, 1.45)
H (-2.57, -0.69, 0.64)
H (-2.40, 1.38, -0.25)
H (-0.02, 2.37, -0.92)

***

Formula: C6H13ClCrN4O2S2
Source: the Open Molecules 2025 dataset
Level of theory: ωB97M-V with the def2-TZVPD basis set

**M**: 324.8 g mol⁻¹
**Total charge**: +1
**2S+1**: 4
**Lowest unoccupied orbital energy (alpha / beta)**: -4.4 / -3.2 eV
**HOMO-LUMO gap (alpha / beta)**: 8.0 / 9.4 eV
**Largest force on an atom**: 0.88 eV Å⁻¹
**HOMO (alpha / beta)**: -12.36 / -12.59 eV
**Energy above the lowest of the compared OMol25 structures with the same formula, charge and spin**: 6.0 kcal/mol

CARTESIAN COORDINATES (ANGSTROEM)
Cr (1.28, -1.09, -0.42)
N (1.07, -1.33, 1.76)
N (0.35, -2.46, 2.17)
C (-0.25, -3.25, 1.28)
N (-0.95, -4.27, 1.76)
S (-0.17, -2.99, -0.39)
H (2.02, -1.38, 2.10)
H (0.61, -0.49, 2.12)
H (0.32, -2.66, 3.16)
H (-0.93, -4.54, 2.73)
H (-1.38, -4.91, 1.10)
O (5.43, -1.41, -0.29)
C (4.27, -1.48, -0.23)
N (3.07, -1.56, -0.14)
O (-0.37, 0.09, -0.32)
S (-1.02, 0.85, -1.51)
C (0.01, 2.33, -1.78)
C (-0.86, 3.55, -1.46)
C (-1.74, 3.14, -0.29)
C (-2.33, 1.79, -0.68)
H (0.40, 2.30, -2.79)
H (0.83, 2.21, -1.07)
H (-1.48, 3.80, -2.32)
H (-0.24, 4.41, -1.24)
H (-2.53, 3.87, -0.09)
H (-1.15, 3.04, 0.62)
H (-3.15, 1.89, -1.40)
H (-2.66, 1.16, 0.15)
Cl (1.55, -0.60, -2.53)

***

Number 1: E -20241.630 eV. Number 2: E -157847.638 eV. Number 3: E -837760.805 eV. Number 4: E -9415.269 eV. Number 5: E -7384.644 eV. Number 6: E -79099.074 eV.